A structure of composition C3H2CoO3 at a distorted geometry, computed with the ωB97M-V functional and the def2-TZVPD basis.

Atoms and positions in Å:
O1 1.03902 -2.60355 0.22621
C1 1.60295 -1.59798 0.15012
O2 2.48347 -0.79055 0.06899
O3 0.41039 0.74631 0.22329
C2 -0.83090 1.03193 0.44223
C3 -1.96762 0.75483 -0.19212
H1 -2.89386 1.26448 0.07364
H2 -1.96742 0.10789 -1.08013
Co1 2.12397 1.08663 0.08778

Forces on the atoms, in the same order (eV/Å):
O 0.33 2.91 -0.16
C 0.46 -4.42 0.16
O -0.29 0.33 0.01
O -5.54 -0.03 0.25
C 4.92 0.83 1.62
C -2.59 -0.74 -2.15
H 0.08 -0.22 0.18
H -0.11 0.07 0.20
Co 2.74 1.26 -0.11

Values from the calculation:
Total charge: +2
Calculated total energy (eV): -46887.820
HOMO (spin up / spin down) (eV): -19.12 / -22.81
2S+1: 6
Frontier orbital gap (spin up / spin down) (eV): 8.06 / 10.07
Energy above the lowest of the compared OMol25 structures with the same formula, charge and spin (kcal/mol): 13.5
F_max (eV Å⁻¹): 5.55